ORCA calculation (the ωB97M-V functional and the def2-TZVPD basis) on a 8-piece molecular cluster, C16H48O8 overall.

Element x y z (Å)
C1 3.3875 -24.4070 -25.9503
C2 3.5901 -25.8314 -25.4919
O1 2.3133 -26.4128 -25.2552
H1 2.7642 -24.3802 -26.8446
H2 4.3490 -23.9335 -26.1531
H3 2.8478 -23.8517 -25.1813
H4 4.1978 -25.8632 -24.5775
H5 4.1282 -26.4157 -26.2503
H6 2.4163 -27.1428 -24.6233
C3 0.8425 -24.7561 -19.2891
C4 0.2332 -25.9853 -18.6279
O2 1.0585 -27.1367 -18.7797
H7 1.3684 -25.0578 -20.1948
H8 1.5639 -24.2762 -18.6229
H9 0.0833 -24.0194 -19.5498
H10 -0.7252 -26.2395 -19.0766
H11 0.0575 -25.7960 -17.5638
H12 1.8070 -27.0489 -18.1821
C5 6.7909 -27.1993 -22.1806
C6 7.4398 -28.1815 -23.1461
O3 8.5643 -28.8711 -22.5726
H13 6.7608 -27.5473 -21.1514
H14 5.8017 -26.9799 -22.5884
H15 7.3770 -26.2748 -22.1789
H16 7.7664 -27.6359 -24.0355
H17 6.7578 -28.9759 -23.4385
H18 9.3159 -28.2727 -22.5351
C7 6.0792 -31.3108 -24.7655
C8 4.9142 -31.8894 -25.5227
O4 3.8277 -30.9690 -25.4274
H19 6.4140 -30.3882 -25.2408
H20 6.9061 -32.0193 -24.7568
H21 5.7878 -31.0784 -23.7390
H22 4.6314 -32.8635 -25.1105
H23 5.1912 -32.0343 -26.5732
H24 3.0553 -31.3383 -25.8643
C9 4.9516 -23.1866 -22.8418
C10 6.1799 -23.1251 -23.7389
O5 7.3156 -22.5696 -23.0781
H25 4.8666 -22.2692 -22.2522
H26 5.0282 -24.0195 -22.1372
H27 4.0272 -23.3052 -23.4040
H28 6.0094 -22.5096 -24.6199
H29 6.4181 -24.1383 -24.0926
H30 7.3321 -22.8857 -22.1694
C11 1.6499 -31.6529 -19.9413
C12 0.6316 -30.5324 -19.8602
O6 -0.5793 -30.9582 -19.2218
H31 2.5495 -31.3235 -20.4668
H32 1.2393 -32.4973 -20.5018
H33 1.9199 -32.0027 -18.9460
H34 0.4044 -30.1585 -20.8673
H35 1.0165 -29.6846 -19.2981
H36 -1.0614 -31.5018 -19.8506
C13 6.2107 -30.4971 -20.2577
C14 6.9719 -31.4679 -19.4069
O7 6.5112 -31.4667 -18.0509
H37 5.1654 -30.7852 -20.3613
H38 6.6820 -30.3649 -21.2352
H39 6.2486 -29.5096 -19.7864
H40 8.0372 -31.2183 -19.4460
H41 6.8637 -32.4822 -19.7902
H42 7.0363 -30.8349 -17.5535
C15 2.9484 -27.2603 -21.8458
C16 3.3320 -28.6400 -22.2803
O8 3.3180 -28.7209 -23.7210
H43 2.9522 -27.2295 -20.7544
H44 1.9217 -27.0551 -22.1586
H45 3.5862 -26.4640 -22.2273
H46 2.6018 -29.3564 -21.8874
H47 4.3216 -28.9355 -21.9120
H48 3.6387 -29.5931 -23.9901

## Properties
energy above the lowest of the compared OMol25 structures with the same formula, charge and spin	47.7	kcal/mol
2S+1	1
E_HOMO	-9.657	eV
E_tot	-33748.4329	eV
gap between HOMO and LUMO	10.16	eV